--- w ---
Here is an isolated molecule of C5H8N2 from the OMol25 dataset. Energies are from wB97M-V/def2-TZVPD.

Kohn-Sham gap	9.82	eV
SMILES	CCn1ccnc1
HOMO energy	-0.3250	hartree

```
! RIJCOSX wB97M-V def2-TZVPD def2/J DEFGRID3
* xyz 0 1
C -1.759 0.068 0.477
C -1.066 -0.339 -0.824
N 0.375 -0.231 -0.633
C 1.055 -0.975 0.314
C 2.047 -0.169 0.787
N 2.021 1.057 0.153
C 1.008 0.981 -0.667
H -2.847 -0.028 0.424
H -1.392 -0.552 1.301
H -1.509 1.107 0.717
H -1.349 0.327 -1.646
H -1.322 -1.360 -1.123
H 0.778 -1.995 0.542
H 2.765 -0.384 1.566
H 0.670 1.764 -1.336
*
```

natural (NBO) atomic charge list, values in e, 4 entries: number 1, C, carries -0.620; number 2, C, carries -0.203; number 3, N, carries -0.360; number 4, C, carries -0.115

---

--- x ---
Here is an isolated molecule of C5H8N2 from the OMol25 dataset. Energies are from wB97M-V/def2-TZVPD.

Kohn-Sham gap (spin up / spin down)	7.62 / 7.79	eV
HOMO energy (spin up / spin down)	-0.2476 / -0.2529	hartree

```
! RIJCOSX wB97M-V def2-TZVPD def2/J DEFGRID3
* xyz 0 1
C -0.171 1.497 1.018
N 0.285 0.731 0.039
C 0.001 0.903 -1.283
C -0.816 -0.342 -1.503
C -0.061 -1.359 -0.675
C 0.601 -0.672 0.255
N 1.403 -1.026 1.324
H 0.079 1.297 2.045
H -0.788 2.335 0.730
H -1.727 -0.116 -0.888
H -0.407 1.881 -1.530
H -1.116 -0.623 -2.512
H -0.126 -2.435 -0.768
H 1.765 -0.264 1.875
H 1.079 -1.807 1.873
*
```

natural (NBO) atomic charge list, values in e, 4 entries: number 1, C, carries -0.323; number 2, N, carries -0.264; number 3, C, carries -0.168; number 4, C, carries -0.452

---

From most stable to least stable, the computed energies give w, x.

---

--- w ---
Here is an isolated molecule of C5H8N2 from the OMol25 dataset. Energies are from wB97M-V/def2-TZVPD.

Kohn-Sham gap	9.86	eV
SMILES	Cc1cnn(C)c1
HOMO energy	-0.3254	hartree

```
! RIJCOSX wB97M-V def2-TZVPD def2/J DEFGRID3
* xyz 0 1
C 2.460 -0.322 0.093
C 1.013 0.064 0.155
C 0.421 1.141 0.852
N -0.898 1.162 0.714
N -1.177 0.111 -0.067
C -2.545 -0.160 -0.448
C -0.062 -0.569 -0.429
H 2.640 -1.066 -0.690
H 2.798 -0.755 1.041
H 3.098 0.542 -0.119
H 0.911 1.897 1.454
H -2.727 0.111 -1.493
H -3.186 0.442 0.198
H -2.773 -1.219 -0.303
H -0.119 -1.444 -1.066
*
```

natural (NBO) atomic charge list, values in e, 4 entries: number 1, C, carries -0.623; number 2, C, carries -0.134; number 3, C, carries -0.064; number 4, N, carries -0.262

---

--- x ---
Here is an isolated molecule of C5H8N2 from the OMol25 dataset. Energies are from wB97M-V/def2-TZVPD.

Kohn-Sham gap	9.14	eV
SMILES	C/N=C(\C)N1C=C1
HOMO energy	-0.2988	hartree

```
! RIJCOSX wB97M-V def2-TZVPD def2/J DEFGRID3
* xyz 0 1
C -0.743 -1.476 1.330
N -0.317 -0.156 1.312
C -0.051 0.513 0.266
C -0.057 0.053 -1.167
N 0.152 1.878 0.416
C 1.126 2.534 -0.464
C 1.500 2.504 0.805
H -1.757 -1.710 1.002
H -0.691 -1.872 2.444
H 0.028 -2.020 0.786
H -0.968 0.415 -1.546
H 0.091 -1.067 -1.200
H 0.622 0.537 -1.779
H 1.097 2.989 -1.478
H 2.282 2.630 1.428
*
```

natural (NBO) atomic charge list, values in e, 4 entries: number 1, C, carries -0.431; number 2, N, carries -0.458; number 3, C, carries 0.427; number 4, C, carries -0.706

---

--- y ---
Here is an isolated molecule of C5H8N2 from the OMol25 dataset. Energies are from wB97M-V/def2-TZVPD.

Kohn-Sham gap	9.96	eV
SMILES	C1=N[C@H]2CC[C@H]2N1
HOMO energy	-0.3298	hartree

```
! RIJCOSX wB97M-V def2-TZVPD def2/J DEFGRID3
* xyz 0 1
C -1.961 -0.199 -0.335
N -1.612 -1.302 0.090
C -0.164 -0.875 0.670
C 1.101 -1.070 -0.322
C 1.381 0.526 -0.236
C 0.060 0.771 0.589
N -1.299 0.965 -0.116
H -2.898 0.360 -0.959
H 0.064 -1.491 1.580
H 0.922 -1.194 -1.507
H 2.075 -1.669 -0.152
H 2.187 0.749 0.377
H 1.833 1.189 -1.136
H 0.073 1.504 1.472
H -1.763 1.736 -0.014
*
```

natural (NBO) atomic charge list, values in e, 4 entries: number 1, C, carries 0.278; number 2, N, carries -0.463; number 3, C, carries -0.086; number 4, C, carries -0.436

---

From most stable to least stable, the computed energies give w, y, x.

---

--- w ---
Here is an isolated molecule of C5H8N2 from the OMol25 dataset. Energies are from wB97M-V/def2-TZVPD.

Kohn-Sham gap (spin up / spin down)	7.41 / 7.40	eV
HOMO energy (spin up / spin down)	-0.2629 / -0.2629	hartree

```
! RIJCOSX wB97M-V def2-TZVPD def2/J DEFGRID3
* xyz 0 1
C -1.625 -1.726 -0.078
C -0.096 0.759 -0.061
C -0.068 -0.238 1.015
C 2.401 0.496 -0.125
C -0.527 1.990 -0.356
N 1.344 0.299 -0.795
N -1.239 -0.406 0.423
H 0.638 -1.015 1.298
H -2.608 -1.658 -0.544
H -1.701 -2.416 0.766
H -0.887 -2.094 -0.795
H 2.438 0.514 0.977
H 3.366 0.558 -0.644
H -1.591 2.182 -0.379
H 0.156 2.753 -0.702
*
```

natural (NBO) atomic charge list, values in e, 4 entries: number 1, C, carries -0.452; number 2, C, carries 0.228; number 3, C, carries 0.001; number 4, C, carries -0.071

---

--- x ---
Here is an isolated molecule of C5H8N2 from the OMol25 dataset. Energies are from wB97M-V/def2-TZVPD.

Kohn-Sham gap	9.20	eV
SMILES	C[C@H]1C=C(N)C=N1
HOMO energy	-0.3077	hartree

```
! RIJCOSX wB97M-V def2-TZVPD def2/J DEFGRID3
* xyz 0 1
C -1.755 0.910 1.532
C -0.716 0.027 0.554
C 0.041 0.499 -0.662
C 1.040 -0.391 -0.917
N 1.960 -0.468 -1.983
C 0.960 -1.378 0.164
N 0.019 -1.139 1.025
H -1.189 1.492 2.230
H -2.417 1.580 0.938
H -2.479 0.282 2.103
H -1.726 -0.295 0.313
H -0.198 1.377 -1.250
H 2.927 -0.579 -1.690
H 1.904 0.329 -2.606
H 1.630 -2.246 0.248
*
```

natural (NBO) atomic charge list, values in e, 4 entries: number 1, C, carries -0.588; number 2, C, carries -0.139; number 3, C, carries -0.267; number 4, C, carries 0.083

---

--- y ---
Here is a structure of composition C5H8N2 from the OMol25 dataset. Energies are from wB97M-V/def2-TZVPD.

Kohn-Sham gap	8.70	eV
HOMO energy	-0.2880	hartree

```
! RIJCOSX wB97M-V def2-TZVPD def2/J DEFGRID3
* xyz 0 1
C 0.377 -1.562 -1.113
N 1.394 -0.220 0.771
C 0.343 -0.460 -0.110
C -0.635 0.455 0.166
N -1.915 0.560 -0.399
C 1.168 0.766 1.696
C -0.133 1.248 1.265
H 2.267 -0.720 0.724
H -2.263 1.507 -0.433
H -2.009 0.121 -1.304
H 0.965 1.911 1.050
H -0.712 1.957 1.841
H 1.371 -1.671 -1.553
H 0.102 -2.524 -0.669
H -0.320 -1.369 -1.931
*
```

natural (NBO) atomic charge list, values in e, 4 entries: number 1, C, carries -0.643; number 2, N, carries -0.540; number 3, C, carries 0.102; number 4, C, carries 0.077

---

--- z ---
Here is an isolated molecule of C5H8N2 from the OMol25 dataset. Energies are from wB97M-V/def2-TZVPD.

Kohn-Sham gap	8.95	eV
HOMO energy	-0.3077	hartree

```
! RIJCOSX wB97M-V def2-TZVPD def2/J DEFGRID3
* xyz 0 1
C 1.652 -0.435 -0.257
C 0.153 -0.346 -0.044
C -0.269 -0.407 1.408
N -0.389 0.826 -0.852
C -0.642 -0.819 -1.203
C -1.525 1.519 -0.614
N -2.524 2.100 -0.517
H 1.963 -1.449 0.012
H 2.220 0.281 0.347
H 1.882 -0.310 -1.320
H 0.363 0.218 2.049
H -1.317 -0.126 1.551
H -0.155 -1.446 1.739
H 0.276 1.303 -1.452
H -1.687 -0.911 -0.847
*
```

natural (NBO) atomic charge list, values in e, 4 entries: number 1, C, carries -0.627; number 2, C, carries 0.080; number 3, C, carries -0.640; number 4, N, carries -0.546

---

From most stable to least stable, the computed energies give x, y, z, w.

---

--- w ---
Here is a structure of composition C5H8N2 from the OMol25 dataset. Energies are from wB97M-V/def2-TZVPD.

Kohn-Sham gap	9.13	eV
HOMO energy	-0.3193	hartree

```
! RIJCOSX wB97M-V def2-TZVPD def2/J DEFGRID3
* xyz 0 1
C -0.570 1.348 -0.342
C -0.127 -0.098 -0.103
C -1.098 -0.904 0.729
N 0.361 -0.771 -1.275
C 1.461 -0.867 -0.380
C 1.689 0.345 0.454
N 2.416 1.013 1.104
H -0.811 1.850 0.598
H -1.480 1.312 -0.963
H 0.192 1.926 -0.865
H -2.072 -0.906 0.212
H -0.761 -1.937 0.821
H -1.236 -0.482 1.728
H 0.594 -0.090 -1.990
H 1.442 -1.738 0.273
*
```

natural (NBO) atomic charge list, values in e, 4 entries: number 1, C, carries -0.634; number 2, C, carries 0.239; number 3, C, carries -0.633; number 4, N, carries -0.589

---

--- x ---
Here is an isolated molecule of C5H8N2 from the OMol25 dataset. Energies are from wB97M-V/def2-TZVPD.

Kohn-Sham gap	10.68	eV
SMILES	CCC1N=CC=N1
HOMO energy	-0.3766	hartree

```
! RIJCOSX wB97M-V def2-TZVPD def2/J DEFGRID3
* xyz 0 1
C -1.519 0.293 0.620
C -1.003 0.249 -0.808
C 0.561 0.504 -0.894
N 0.977 -0.875 -1.071
C 1.446 -1.213 0.069
C 1.601 -0.028 0.931
N 1.132 1.014 0.348
H -2.574 0.010 0.668
H -0.972 -0.406 1.265
H -1.384 1.294 1.032
H -1.492 0.979 -1.450
H -1.234 -0.737 -1.235
H 0.796 1.182 -1.723
H 1.625 -2.251 0.324
H 2.041 -0.016 1.924
*
```

natural (NBO) atomic charge list, values in e, 4 entries: number 1, C, carries -0.612; number 2, C, carries -0.373; number 3, C, carries 0.012; number 4, N, carries -0.344

---

--- y ---
Here is an isolated molecule of C5H8N2 from the OMol25 dataset. Energies are from wB97M-V/def2-TZVPD.

Kohn-Sham gap	10.07	eV
SMILES	C[C@H]1CN1CC#N
HOMO energy	-0.3369	hartree

```
! RIJCOSX wB97M-V def2-TZVPD def2/J DEFGRID3
* xyz 0 1
C 1.982 -0.435 -0.841
C 0.549 -0.140 -0.960
C -0.442 -1.103 -0.525
N -0.259 -0.251 0.637
C -1.430 0.590 0.831
C -1.114 1.681 1.695
N -0.859 2.576 2.369
H 2.200 -1.213 -0.108
H 2.631 0.420 -0.647
H 2.259 -0.831 -1.820
H 0.252 0.867 -0.378
H -1.416 -1.085 -1.004
H -0.074 -2.108 -0.350
H -1.842 1.010 -0.096
H -2.181 -0.031 1.318
*
```

natural (NBO) atomic charge list, values in e, 4 entries: number 1, C, carries -0.665; number 2, C, carries -0.104; number 3, C, carries -0.296; number 4, N, carries -0.381

---

From most stable to least stable, the computed energies give x, w, y.

---

--- w ---
Here is an isolated molecule of C5H8N2 from the OMol25 dataset. Energies are from wB97M-V/def2-TZVPD.

Kohn-Sham gap	10.89	eV
SMILES	CC1(C)C=NN=C1
HOMO energy	-0.3718	hartree

```
! RIJCOSX wB97M-V def2-TZVPD def2/J DEFGRID3
* xyz 0 1
C -0.872 1.101 -0.792
C -0.068 0.028 -0.050
C 1.313 -0.313 -0.647
C -0.741 -1.327 0.175
N -0.801 -1.590 1.436
N -0.377 -0.412 2.233
C 0.080 0.406 1.400
H -1.761 1.237 -0.129
H -0.983 0.746 -1.841
H -0.290 2.031 -0.752
H 1.776 -1.151 -0.097
H 1.170 -0.536 -1.640
H 1.988 0.548 -0.561
H -0.950 -2.177 -0.591
H 0.515 1.408 1.856
*
```

natural (NBO) atomic charge list, values in e, 4 entries: number 1, C, carries -0.596; number 2, C, carries -0.192; number 3, C, carries -0.582; number 4, C, carries 0.061

---

--- x ---
Here is an isolated molecule of C5H8N2 from the OMol25 dataset. Energies are from wB97M-V/def2-TZVPD.

Kohn-Sham gap	9.53	eV
SMILES	Cc1cnn(C)c1
HOMO energy	-0.3151	hartree

```
! RIJCOSX wB97M-V def2-TZVPD def2/J DEFGRID3
* xyz 0 1
C -1.311 -0.553 -1.797
C -1.034 0.204 -0.543
C -1.402 -0.241 0.746
N -0.424 -0.075 1.622
N 0.564 0.527 0.932
C 1.943 0.350 1.350
C 0.208 0.756 -0.352
H -0.599 -1.384 -1.713
H -1.051 -0.018 -2.708
H -2.306 -0.990 -1.861
H -2.341 -0.687 1.060
H 2.099 -0.701 1.623
H 2.189 0.991 2.196
H 2.595 0.569 0.497
H 0.869 1.251 -1.052
*
```

natural (NBO) atomic charge list, values in e, 4 entries: number 1, C, carries -0.616; number 2, C, carries -0.157; number 3, C, carries -0.045; number 4, N, carries -0.268

---

--- y ---
Here is a cluster of 2 separate species, C5H8N2 in total from the OMol25 dataset. Energies are from wB97M-V/def2-TZVPD.

Kohn-Sham gap	7.36	eV
HOMO energy	-0.2981	hartree

```
! RIJCOSX wB97M-V def2-TZVPD def2/J DEFGRID3
* xyz 0 1
C -1.084 -1.364 0.041
C -1.745 0.653 0.102
C -0.461 1.181 0.257
C 1.779 0.593 -0.026
C 2.752 -0.325 0.001
N 0.491 0.279 0.379
N -2.786 1.033 -0.472
H -3.613 0.476 -0.243
H -0.269 2.253 0.214
H 1.975 1.594 -0.417
H -2.027 -1.603 -0.439
H -1.054 -1.618 1.091
H -0.273 -1.752 -0.561
H 3.765 -0.072 -0.271
H 2.552 -1.329 0.344
*
```

natural (NBO) atomic charge list, values in e, 4 entries: number 1, C, carries -0.612; number 2, C, carries 0.296; number 3, C, carries -0.001; number 4, C, carries -0.062

---

From most stable to least stable, the computed energies give x, w, y.

---

--- w ---
Here is an isolated molecule of C5H8N2 from the OMol25 dataset. Energies are from wB97M-V/def2-TZVPD.

Kohn-Sham gap	10.53	eV
HOMO energy	-0.3539	hartree

```
! RIJCOSX wB97M-V def2-TZVPD def2/J DEFGRID3
* xyz 0 1
C -1.495 0.336 -0.893
C -0.496 0.419 0.242
C -0.111 -0.841 1.044
N 1.223 -0.254 1.196
C 1.058 0.642 0.087
C 1.297 -0.667 -1.852
N 1.793 0.168 -1.168
H -1.245 -0.456 -1.602
H -2.497 0.135 -0.490
H -1.554 1.282 -1.440
H -0.821 1.191 0.949
H -0.156 -1.755 0.430
H -0.630 -1.016 1.994
H 2.051 -0.833 1.231
H 1.441 1.651 0.182
*
```

natural (NBO) atomic charge list, values in e, 4 entries: number 1, C, carries -0.622; number 2, C, carries -0.223; number 3, C, carries -0.219; number 4, N, carries -0.609

---

--- x ---
Here is an isolated molecule of C5H8N2 from the OMol25 dataset. Energies are from wB97M-V/def2-TZVPD.

Kohn-Sham gap (spin up / spin down)	8.09 / 8.10	eV
HOMO energy (spin up / spin down)	-0.3077 / -0.3077	hartree

```
! RIJCOSX wB97M-V def2-TZVPD def2/J DEFGRID3
* xyz 0 1
C -0.210 2.656 -1.094
N 0.272 1.344 -0.713
C -0.051 0.914 0.449
N 0.236 -0.297 1.006
C 0.278 -1.510 0.365
C -0.160 -2.769 1.028
C 1.015 -1.201 -0.672
H -0.810 2.574 -2.008
H -0.829 3.143 -0.324
H 0.639 3.312 -1.320
H -0.584 1.556 1.165
H 0.258 -2.802 2.039
H -1.251 -2.773 1.114
H 0.166 -3.644 0.462
H 1.030 -0.503 -1.498
*
```

natural (NBO) atomic charge list, values in e, 4 entries: number 1, C, carries -0.424; number 2, N, carries -0.515; number 3, C, carries 0.249; number 4, N, carries -0.470

---

--- y ---
Here is an isolated molecule of C5H8N2 from the OMol25 dataset. Energies are from wB97M-V/def2-TZVPD.

Kohn-Sham gap	8.53	eV
SMILES	Cc1cccn1N
HOMO energy	-0.2829	hartree

```
! RIJCOSX wB97M-V def2-TZVPD def2/J DEFGRID3
* xyz 0 1
C -1.087 1.790 -0.359
C -0.719 0.385 -0.020
C -1.215 -0.679 0.696
C -0.278 -1.638 1.067
C 0.868 -1.179 0.328
N 0.554 -0.033 -0.387
N 1.598 0.631 -1.016
H -0.615 2.511 0.414
H -2.141 1.813 -0.262
H -0.684 2.001 -1.410
H -2.126 -0.592 1.300
H -0.200 -2.538 1.552
H 1.817 -1.598 0.296
H 2.175 1.259 -0.310
H 1.302 0.882 -2.025
*
```

natural (NBO) atomic charge list, values in e, 4 entries: number 1, C, carries -0.636; number 2, C, carries 0.111; number 3, C, carries -0.296; number 4, C, carries -0.307

---

From most stable to least stable, the computed energies give y, w, x.